Record 1
Molecular formula: C19H15ClN4O2S
Method: DFT, ωB97M-V with the def2-TZVPD basis set

Values from the calculation:
Structure (SMILES): Cc1c(Sc2cccc(C(=O)O)n2)c2c(Cl)cccc2n1-c1cnn(C)c1
Gap between HOMO and LUMO in eV: 7.835

The geometry in ORCA input format:
```
! RIJCOSX wB97M-V def2-TZVPD def2/J DEFGRID3
* xyz 0 1
C 1.34 -0.67 -0.36
C -0.09 -1.12 -0.23
C -0.56 -1.80 0.88
S 0.34 -2.23 2.36
C 0.38 -0.72 3.24
C 0.97 -0.74 4.49
C 0.97 0.46 5.24
C 0.36 1.59 4.69
C -0.25 1.55 3.44
C -0.87 2.82 2.85
O -1.27 2.79 1.72
O -0.99 3.92 3.65
N -0.19 0.37 2.73
C -2.00 -1.89 0.68
C -3.04 -2.35 1.55
Cl -2.73 -2.82 3.22
C -4.33 -2.43 1.07
C -4.59 -2.02 -0.28
C -3.60 -1.55 -1.11
C -2.28 -1.45 -0.60
N -1.10 -0.94 -1.15
C -0.97 -0.28 -2.42
C -1.64 -0.63 -3.67
N -1.30 0.17 -4.64
N -0.43 1.08 -4.06
C 0.22 2.15 -4.82
C -0.30 0.85 -2.71
H 1.97 -1.10 0.40
H 1.36 0.41 -0.23
H 1.72 -0.92 -1.36
H 1.49 -1.66 4.87
H 1.47 0.50 6.19
H 0.32 2.48 5.29
H -1.54 4.60 3.22
H -5.15 -2.80 1.69
H -5.62 -2.09 -0.60
H -3.83 -1.25 -2.14
H -2.25 -1.51 -3.82
H -0.34 2.42 -5.72
H 1.22 1.83 -5.15
H 0.40 3.03 -4.22
H 0.23 1.44 -1.99
*
```

---

Record 2
Molecular formula: C19H15F3N2O5
Method: DFT, ωB97M-V with the def2-TZVPD basis set

Values from the calculation:
Energy above the lowest of the compared OMol25 structures with the same formula, charge and spin in kJ/mol: 1726.23
Structure (SMILES): CCOC(=O)c1cncc(C#CCOC(=O)Nc2ccc(OC(F)(F)F)cc2)c1
Gap between HOMO and LUMO in eV: 8.357

The geometry in ORCA input format:
```
! RIJCOSX wB97M-V def2-TZVPD def2/J DEFGRID3
* xyz 0 1
C -8.47 -3.00 -0.33
C -7.76 -1.65 -0.71
O -6.55 -1.80 -0.36
C -5.95 -0.58 -0.34
O -6.43 0.35 -0.78
C -4.54 -0.54 0.04
C -4.00 -1.88 0.69
N -2.90 -1.67 1.19
C -2.06 -0.53 1.19
C -2.35 0.42 0.54
C -1.56 1.52 0.56
C -0.71 2.34 0.41
C 0.19 3.51 0.33
O 1.34 3.14 -0.57
C 2.17 2.50 0.36
O 2.19 2.26 1.43
N 3.23 2.12 -0.47
C 4.45 1.52 -0.62
C 4.82 0.85 0.88
C 5.91 -0.07 1.10
C 6.83 0.10 0.02
O 8.04 -0.72 0.31
C 7.98 -2.16 -0.05
F 7.76 -2.33 -1.33
F 9.22 -2.37 0.31
F 7.10 -2.75 0.44
C 6.45 0.41 -1.10
C 5.40 1.11 -1.34
C -3.73 0.56 -0.07
H -8.07 -3.71 -0.65
H -9.63 -3.08 -0.76
H -8.58 -3.32 0.69
H -8.33 -0.74 -0.26
H -7.83 -1.48 -1.82
H -4.62 -2.49 0.97
H -1.02 -0.85 1.45
H 0.63 4.00 1.19
H -0.21 4.45 -0.20
H 3.06 2.52 -1.50
H 4.02 1.02 1.71
H 6.13 -0.27 2.34
H 7.20 0.26 -2.14
H 5.16 1.66 -2.45
H -3.96 1.35 -0.30
*
```

---

Record 3
Molecular formula: C19H15FO3SSr
Method: DFT, ωB97M-V with the def2-TZVPD basis set

Values from the calculation:
Gap between HOMO and LUMO in eV: 4.684

The geometry in ORCA input format:
```
! RIJCOSX wB97M-V def2-TZVPD def2/J DEFGRID3
* xyz 2 1
C 4.00 0.95 1.38
C 3.84 0.61 -0.13
F 3.74 1.77 -0.86
C 2.61 -0.19 -0.43
C 1.51 -0.18 0.42
C 0.42 -0.91 0.04
C 0.38 -1.65 -1.14
C 1.48 -1.70 -1.96
C 2.58 -0.96 -1.57
S 4.04 -1.03 -2.64
C -0.94 -2.37 -1.44
O -0.98 -3.48 -1.91
C -2.15 -1.54 -1.10
C -3.26 -1.47 -1.90
C -4.32 -0.66 -1.56
C -4.26 0.09 -0.41
C -3.16 0.04 0.44
C -3.09 0.88 1.69
C -2.21 2.11 1.27
C -0.84 2.18 1.97
O -2.01 3.08 2.24
C -2.11 -0.79 0.07
C -0.85 -0.91 0.89
O -0.80 -1.04 2.10
H 3.84 0.00 1.96
H 4.94 1.46 1.64
H 3.18 1.61 1.68
H 4.74 0.09 -0.53
H 1.46 0.36 1.36
H 1.48 -2.29 -2.87
H 4.20 0.26 -3.02
H -3.30 -2.05 -2.82
H -5.18 -0.59 -2.22
H -5.08 0.76 -0.15
H -2.57 0.41 2.52
H -4.05 1.31 1.98
H -2.24 2.42 0.22
H -0.78 1.91 3.02
H -0.04 2.68 1.43
Sr 5.80 -1.17 0.34
*
```

---

Record 4
Molecular formula: C19H15MnN3O3S4Se2
Method: DFT, ωB97M-V with the def2-TZVPD basis set

Values from the calculation:
Energy above the lowest of the compared OMol25 structures with the same formula, charge and spin in kJ/mol: 169.73
⟨S²⟩: 6.17
Gap between HOMO and LUMO (spin up / spin down) in eV: 5.627 / 7.069

The geometry in ORCA input format:
```
! RIJCOSX wB97M-V def2-TZVPD def2/J DEFGRID3
* xyz 1 5
Mn -1.00 -0.92 -0.72
Se -0.24 1.73 0.85
Se -1.92 0.52 1.95
C -1.07 -1.19 2.16
C -0.92 -1.72 3.43
C -0.42 -3.01 3.56
C -0.05 -3.71 2.42
C -0.20 -3.10 1.19
N -0.72 -1.88 1.07
C -1.07 1.97 -0.87
C -1.21 3.25 -1.37
C -1.75 3.41 -2.64
C -2.15 2.29 -3.35
C -1.99 1.05 -2.78
N -1.45 0.89 -1.57
H -1.19 -1.13 4.30
H -0.31 -3.45 4.53
H 0.36 -4.71 2.48
H 0.09 -3.59 0.27
H -0.91 4.10 -0.77
H -1.87 4.40 -3.06
H -2.58 2.38 -4.34
H -2.30 0.14 -3.29
O 5.64 -2.51 -0.51
S 4.62 -1.97 0.33
O 4.52 -2.33 1.71
N 3.11 -2.28 -0.39
C 2.58 -1.18 -0.74
S 1.04 -1.17 -1.60
C 3.32 0.08 -0.47
C 2.97 1.39 -0.74
C 3.86 2.39 -0.38
C 5.07 2.08 0.24
C 5.42 0.76 0.51
C 4.52 -0.21 0.14
H 2.04 1.62 -1.24
H 3.62 3.43 -0.58
H 5.75 2.88 0.51
H 6.36 0.51 0.98
C -5.55 0.81 -0.10
O -4.49 0.04 -0.70
C -4.24 -1.18 -0.24
S -4.96 -1.98 0.97
S -2.94 -1.93 -1.21
H -5.19 1.84 -0.07
H -5.79 0.45 0.89
H -6.43 0.74 -0.75
*
```

---

The records above yield strongest force on any atom values of 2.7 18.5 2.9 0.7 eV/Å, respectively.